{"formula": "H10O17S3Zn", "method": "wB97M-V/def2-TZVPD", "symbols": ["Zn", "S", "O", "O", "O", "O", "S", "O", "O", "O", "O", "S", "O", "O", "O", "O", "O", "H", "H", "O", "H", "H", "O", "H", "H", "O", "H", "H", "O", "H", "H"], "xyz": [[11.0589, 2.4034, -12.1296], [11.9354, -0.1060, -10.2954], [11.1849, 1.0526, -10.7900], [10.9736, -1.1988, -10.0994], [12.9804, -0.4520, -11.2386], [12.5446, 0.2333, -9.0703], [12.2948, 0.2068, -14.2927], [13.7646, 0.2310, -14.0514], [12.0002, 0.4864, -15.6768], [11.6998, -1.0798, -14.0817], [11.7072, 1.2089, -13.4320], [10.6976, 5.1226, -13.5832], [10.9562, 3.6733, -13.4712], [11.6053, 5.7458, -14.5596], [9.3350, 5.4256, -13.9557], [10.8930, 5.7995, -12.3210], [9.8590, 2.6012, -15.6525], [10.1066, 2.9246, -14.7863], [8.9063, 2.5165, -15.6138], [12.7571, 3.4558, -11.2878], [12.9005, 3.8698, -10.4367], [13.3180, 3.9446, -11.8900], [14.6512, 1.7466, -11.7915], [13.9658, 2.4055, -11.6803], [15.4603, 2.1994, -11.5534], [10.0731, 3.6074, -10.7523], [9.2479, 3.8834, -11.1512], [10.2990, 4.3181, -10.1522], [9.1485, 1.9326, -12.8445], [8.2565, 2.2549, -12.9733], [9.1378, 1.0461, -13.2054]], "homo_energy_ev": 5.735, "total_charge": -4, "e_above_lowest_kcal_mol": 123.9, "gap_ev": 2.54, "total_energy_ev": -115884.1186}

***

{"formula": "H10O4S2", "method": "wB97M-V/def2-TZVPD", "symbols": ["S", "S", "H", "H", "O", "H", "H", "O", "H", "H", "O", "H", "H", "O", "H", "H"], "xyz": [[1.9873, -1.7473, -3.5893], [1.1459, -0.7358, -1.9463], [1.1108, -2.7744, -3.4998], [2.2352, -0.1584, -1.4329], [-1.1399, 0.8331, -5.5482], [-1.9699, 1.2748, -5.7222], [-1.1710, 0.3820, -4.7213], [0.7660, 0.3996, 5.3675], [0.7463, 0.0064, 4.4857], [1.0897, -0.3161, 5.9421], [-2.4098, 0.3965, 2.8122], [-1.5665, 0.4284, 3.3139], [-2.1880, -0.0100, 1.9918], [0.6825, 0.5722, 1.1338], [0.4778, 1.4833, 0.8581], [0.2038, -0.0343, 0.5549]], "homo_energy_ev": -9.121, "smiles": "SS.O.O.O.O", "e_above_lowest_kcal_mol": 23.6, "gap_ev": 8.92, "total_energy_ev": -30022.1258}

***

{"formula": "H10O4S2", "method": "wB97M-V/def2-TZVPD", "symbols": ["S", "S", "H", "H", "O", "H", "H", "O", "H", "H", "O", "H", "H", "O", "H", "H"], "xyz": [[-1.6176, -0.3037, 2.1253], [-2.3711, 0.9688, 0.7019], [-0.3397, -0.0916, 1.7874], [-2.6098, 0.0781, -0.2688], [1.9853, 0.8470, -1.1549], [2.6843, 0.8209, -0.4805], [1.2634, 1.3284, -0.7304], [0.7974, 0.1668, -3.4482], [1.1365, 0.3759, -4.3261], [1.5324, 0.1897, -2.8086], [0.2040, -1.3038, -0.3737], [0.6623, -0.7606, -1.0303], [-0.3947, -1.8648, -0.8745], [3.4786, -0.7695, 0.4648], [3.5449, -0.6098, 1.4136], [2.7189, -1.3622, 0.3781]], "homo_energy_ev": -9.447, "smiles": "SS.O.O.O.O", "e_above_lowest_kcal_mol": 5.6, "gap_ev": 9.73, "total_energy_ev": -30022.9047}

***

{"formula": "H10O5", "method": "wB97M-V/def2-TZVPD", "symbols": ["O", "H", "H", "O", "H", "H", "O", "H", "H", "O", "H", "H", "O", "H", "H"], "xyz": [[1.1169, 2.9286, -1.0969], [1.1109, 2.4076, -1.9449], [1.9009, 2.5496, -0.7249], [0.8109, -0.8624, 1.7821], [0.6319, -0.5904, 2.6971], [0.7629, -0.0474, 1.2491], [0.1319, -1.1144, -1.8889], [0.3429, -0.4794, -2.5829], [-0.5371, -1.6764, -2.2629], [-0.5221, 0.8646, 0.0041], [-0.1181, 1.6526, -0.3429], [-0.3631, 0.0256, -0.4879], [-1.8641, -1.9754, 1.5021], [-2.0851, -2.4044, 2.3381], [-1.3191, -1.2784, 1.7591]], "homo_energy_ev": -10.642, "smiles": "O.O.O.O.O", "e_above_lowest_kcal_mol": 28.5, "gap_ev": 10.72, "total_energy_ev": -10399.6124}

***

{"formula": "H10O5", "method": "wB97M-V/def2-TZVPD", "symbols": ["O", "H", "H", "O", "H", "H", "O", "H", "H", "O", "H", "H", "O", "H", "H"], "xyz": [[-3.7512, -1.0087, 0.8139], [-4.0816, -1.7738, 1.2950], [-2.7970, -1.1634, 0.7567], [2.1078, 2.7405, 0.4164], [2.1523, 1.9799, -0.1816], [2.3222, 2.3887, 1.2873], [-1.0184, -2.2379, 1.2523], [-0.2807, -1.6547, 1.0056], [-1.0076, -2.9409, 0.5922], [2.0057, 0.8376, -2.0291], [2.4829, 1.5911, -2.4038], [2.6900, 0.2545, -1.6731], [-0.0998, 0.2105, -0.0449], [-1.0365, 0.1491, -0.2671], [0.3119, 0.6275, -0.8198]], "homo_energy_ev": -11.016, "smiles": "O.O.O.O.O", "e_above_lowest_kcal_mol": 20.4, "gap_ev": 11.27, "total_energy_ev": -10399.9638}

***

{"formula": "H10O5", "method": "wB97M-V/def2-TZVPD", "symbols": ["O", "H", "H", "O", "H", "H", "O", "H", "H", "O", "H", "H", "O", "H", "H"], "xyz": [[-1.5162, 0.1330, -0.9852], [-0.7993, 0.5289, -1.4945], [-2.0142, 0.9350, -0.8630], [0.7712, 1.2249, -1.7270], [1.4477, 0.7413, -1.1440], [0.8675, 2.1360, -1.4701], [1.7657, 0.1998, 0.6809], [2.4646, 0.0751, 1.3329], [0.9097, 0.4289, 1.2495], [-0.8726, 0.3145, 1.6425], [-0.7422, -0.5823, 1.8263], [-1.1185, 0.2596, 0.7181], [-0.2239, -2.0484, 0.3384], [0.5032, -1.4079, 0.4081], [-0.9125, -1.7048, -0.1601]], "homo_energy_ev": -11.200, "smiles": "O.O.O.O.O", "e_above_lowest_kcal_mol": 16.9, "gap_ev": 11.66, "total_energy_ev": -10400.1154}

***

{"formula": "H10O5", "method": "wB97M-V/def2-TZVPD", "symbols": ["O", "H", "H", "O", "H", "H", "O", "H", "H", "O", "H", "H", "O", "H", "H"], "xyz": [[-1.9510, 2.3391, 0.6389], [-2.1265, 1.3872, 0.9249], [-2.8682, 2.4501, 0.4611], [-2.8712, -1.2591, 2.1016], [-2.4850, -0.5978, 2.6595], [-3.7855, -1.4366, 2.4783], [1.5230, -0.7023, 2.9030], [0.8007, -0.2759, 3.2657], [1.5960, -0.4375, 1.9991], [2.6697, -0.8065, -0.9374], [3.5706, -0.9965, -1.0364], [2.1020, -1.2817, -1.4386], [0.7653, 0.3712, -4.6912], [0.4367, 1.3208, -4.9819], [1.6732, 0.3286, -4.4509]], "homo_energy_ev": -11.353, "smiles": "O.O.O.O.O", "e_above_lowest_kcal_mol": 51.0, "gap_ev": 11.69, "total_energy_ev": -10398.6391}

***

{"formula": "H10O5", "method": "wB97M-V/def2-TZVPD", "symbols": ["O", "H", "H", "O", "H", "H", "O", "H", "H", "O", "H", "H", "O", "H", "H"], "xyz": [[-6.2980, -2.5799, 2.3608], [-6.9040, -2.0852, 2.9143], [-5.4748, -2.1918, 2.5776], [-4.3911, -3.5785, 5.0511], [-5.2356, -3.5812, 5.5477], [-4.6966, -3.9762, 4.2278], [-4.1504, -1.1191, 3.9130], [-4.0412, -1.9941, 4.4038], [-3.8940, -0.3342, 4.4184], [-6.6039, -0.6416, 4.8524], [-5.7937, -0.9856, 4.3893], [-6.3417, -0.4379, 5.7669], [-7.0213, -3.4097, 5.3544], [-7.0604, -3.9742, 4.5588], [-7.1285, -2.4650, 5.1133]], "homo_energy_ev": -11.651, "smiles": "O.O.O.O.O", "e_above_lowest_kcal_mol": 15.2, "gap_ev": 12.05, "total_energy_ev": -10400.1919}

***

{"formula": "H10O5", "method": "wB97M-V/def2-TZVPD", "symbols": ["O", "H", "H", "O", "H", "H", "O", "H", "H", "O", "H", "H", "O", "H", "H"], "xyz": [[20.0090, -24.1270, 9.0900], [20.1230, -23.6250, 8.2510], [20.3190, -23.4140, 9.6990], [16.2420, -26.4890, 8.9430], [16.8420, -26.5370, 9.7170], [15.5620, -26.9700, 9.3010], [15.4020, -23.8610, 10.1470], [15.3540, -24.6340, 9.5670], [16.2440, -23.4620, 9.9540], [15.5860, -24.5670, 12.7190], [15.5410, -24.4740, 11.8020], [14.9010, -25.2540, 12.8300], [17.8620, -25.6850, 11.1120], [18.7580, -25.7480, 10.8880], [17.6380, -25.3840, 12.0060]], "homo_energy_ev": -11.146, "smiles": "O.O.O.O.O", "e_above_lowest_kcal_mol": 25.1, "gap_ev": 11.59, "total_energy_ev": -10399.7604}

***

{"formula": "H10O5", "method": "wB97M-V/def2-TZVPD", "symbols": ["O", "H", "H", "O", "H", "H", "O", "H", "H", "O", "H", "H", "O", "H", "H"], "xyz": [[5.9671, -10.5532, 18.0034], [5.6783, -9.7520, 17.5667], [5.1820, -11.0992, 18.0470], [9.4435, -9.4165, 19.2689], [10.1708, -9.9771, 19.5393], [9.6805, -9.1238, 18.3889], [5.9245, -10.2997, 20.0825], [5.4779, -10.5652, 19.2786], [6.7834, -9.9944, 19.7904], [10.3147, -7.9876, 20.3714], [10.0612, -7.3618, 19.6929], [10.0207, -8.8353, 20.0380], [7.5567, -9.4529, 19.4774], [7.5260, -10.0155, 18.7036], [8.4904, -9.3163, 19.6380]], "homo_energy_ev": -7.710, "e_above_lowest_kcal_mol": 305.0, "gap_ev": 7.13, "total_energy_ev": -10387.6222}

***

{"formula": "H10O5", "method": "wB97M-V/def2-TZVPD", "symbols": ["O", "H", "H", "O", "H", "H", "O", "H", "H", "O", "H", "H", "O", "H", "H"], "xyz": [[-0.6836, 0.9470, -1.2410], [-0.2266, 0.1374, -0.9868], [-1.3025, 0.6627, -1.9230], [3.9640, 0.2861, -0.5187], [3.5045, -0.5205, -0.7782], [3.2640, 0.8567, -0.1819], [1.0480, -2.4927, 1.2475], [1.3682, -3.4001, 1.1915], [0.1255, -2.5854, 1.5111], [-0.0975, 0.6765, 1.3445], [-0.2087, 1.6148, 1.1544], [0.6841, 0.4259, 0.8392], [-3.7261, 0.9179, -0.8745], [-3.3012, 1.7258, -0.5651], [-4.4119, 0.7478, -0.2190]], "homo_energy_ev": -10.997, "smiles": "O.O.O.O.O", "e_above_lowest_kcal_mol": 33.3, "gap_ev": 11.36, "total_energy_ev": -10399.4040}

***

{"formula": "H10O5Tl", "method": "wB97M-V/def2-TZVPD", "symbols": ["Tl", "O", "H", "H", "O", "H", "H", "O", "H", "H", "O", "H", "H", "O", "H", "H"], "xyz": [[8.3399, 27.9840, 4.3582], [6.0556, 28.4321, 5.8209], [6.4122, 28.6873, 6.7038], [5.1418, 28.8151, 5.7850], [8.1354, 28.4244, 1.6116], [8.8096, 27.9545, 1.0682], [7.6253, 28.9823, 0.9762], [9.3314, 30.5500, 3.5642], [10.1322, 30.8486, 3.0766], [8.8008, 31.3696, 3.7107], [11.0961, 28.5377, 4.6257], [11.7305, 28.4732, 5.3854], [11.6497, 28.7272, 3.8335], [6.0940, 26.6357, 3.3991], [5.9635, 25.6710, 3.2124], [5.3891, 27.1094, 2.8977]], "homo_energy_ev": -24.216, "total_charge": 3, "e_above_lowest_kcal_mol": 19.6, "gap_ev": 4.53, "total_energy_ev": -15054.3275}

***

{"formula": "H11LiO6", "method": "wB97M-V/def2-TZVPD", "symbols": ["Li", "O", "H", "O", "H", "H", "O", "H", "H", "O", "H", "H", "O", "H", "H", "O", "H", "H"], "xyz": [[0.5422, -0.1709, -1.7479], [-0.1809, 0.1575, 0.0282], [0.6234, 0.5616, 0.0123], [-2.3783, -0.4957, -1.2551], [-2.5625, 0.3657, -1.7244], [-1.8001, -0.0654, -0.7945], [-1.3585, 2.4793, 0.9409], [-0.9375, 1.7657, 0.6355], [-2.0996, 1.9744, 1.3386], [-0.5481, -0.6256, 2.5709], [-0.3256, -0.4361, 1.6874], [0.1229, 0.1672, 3.0900], [0.7248, -2.4881, -0.2313], [0.3613, -1.5911, -0.0705], [1.4373, -2.7936, 0.3757], [2.4063, 0.3464, -1.4545], [2.6569, 0.8480, -2.3236], [3.3160, 0.0007, -1.0776]], "homo_energy_ev": -10.000, "e_above_lowest_kcal_mol": 42.1, "gap_ev": 8.84, "total_energy_ev": -12667.4422}

***

{"formula": "H11O5", "method": "wB97M-V/def2-TZVPD", "symbols": ["O", "H", "H", "H", "O", "H", "H", "O", "H", "H", "O", "H", "H", "O", "H", "H"], "xyz": [[0.2441, -0.0979, -0.7438], [1.0271, 0.0641, -0.4468], [-0.4279, 0.4511, -0.3508], [0.1231, -1.0829, -0.7338], [0.1621, -2.8219, -0.5088], [-0.2759, -3.3949, 0.1852], [1.0371, -2.9189, -0.1068], [2.3771, 1.0301, 0.1852], [3.3651, 0.8761, 0.1432], [2.2341, 1.1661, 1.1982], [-1.5739, -0.1769, 1.3522], [-1.9479, -0.9359, 0.8012], [-2.3399, 0.1261, 1.8222], [-1.1079, 2.3261, -0.5998], [-0.7979, 2.6681, -1.5908], [-2.0979, 2.7221, -0.6058]], "homo_energy_ev": -15.411, "total_charge": 1, "e_above_lowest_kcal_mol": 52.5, "gap_ev": 12.06, "total_energy_ev": -10408.2022}